{
  "formula": "C4H4N2O",
  "method": "the ωB97M-V functional and the def2-TZVPD basis",
  "species": ["O", "C", "C", "C", "N", "C", "N", "H", "H", "H", "H"],
  "positions_angstrom": [[2.42551, -1.36456, -0.14806], [1.34938, -0.82021, -0.04335], [1.12376, 0.61927, -0.00703], [-0.12501, 1.12671, -0.00812], [-1.25947, 0.36036, -0.05036], [-1.10358, -1.09008, 0.05340], [0.05621, -1.65146, 0.08635], [1.95894, 1.31346, 0.01802], [-0.24517, 2.20932, 0.04755], [-2.10548, 0.94092, -0.04557], [-2.07509, -1.64372, 0.09718]],
  "e_homo_ev": -9.29,
  "orbital_gap_ha": 0.357,
  "e_tot_ev": -9239.7930,
  "e_lumo_ev": 0.413,
  "smiles": "O=c1cc[nH]cn1"
}